# 1
C28H28Br2ClO4Sb2W | ωB97M-V/def2-TZVPD

Structure (XYZ):
```
66
Properties=species:S:1:pos:R:3:forces:R:3
W 2.33944 0.14987 -0.24442 -0.7 1.7 6.8
C -1.90520 1.51093 -0.68170 0.5 -0.5 -0.3
C -2.42216 0.13465 -1.06896 0.0 0.0 0.1
C -1.97013 -0.94152 -0.09916 0.3 0.2 0.3
Sb 0.17221 -1.39392 -0.30842 -2.7 -2.0 -1.6
C 0.13973 -1.60041 -2.47487 0.2 -0.3 0.8
C 0.47559 -2.82616 -3.04428 -0.1 0.1 0.0
C 0.64651 -2.92051 -4.41919 0.0 -0.1 0.0
C 0.52401 -1.79226 -5.21555 0.0 0.1 0.0
C 0.20107 -0.56726 -4.64453 0.0 0.0 0.0
C 0.01191 -0.46731 -3.27318 -0.1 0.0 0.0
C -0.17804 -3.47312 0.29976 0.9 1.2 0.2
C 0.35627 -4.02159 1.42887 -0.1 0.1 -0.3
C -0.01560 -5.35634 1.78418 0.0 -0.1 0.2
C -0.92442 -6.08853 0.99377 -0.3 -0.3 -0.2
C -1.44714 -5.52860 -0.13834 -0.1 -0.3 0.0
C -1.09758 -4.19760 -0.49316 0.1 -0.2 0.1
Sb 0.13533 1.61677 0.17707 -3.0 2.5 1.9
C -0.04124 3.77942 0.37068 0.6 -0.9 -0.3
C 0.15308 4.36349 1.61094 0.0 0.1 0.1
C -0.09863 5.72416 1.74635 0.1 -0.1 0.0
C -0.49788 6.47058 0.64747 0.0 0.1 0.0
C -0.66600 5.87125 -0.59269 0.1 -0.1 -0.1
C -0.41758 4.51270 -0.74453 -0.1 0.1 0.0
C -0.44035 1.06678 2.21123 0.6 -0.1 -0.6
C -1.49693 1.71197 2.84414 0.1 0.0 -0.2
C -1.83519 1.35386 4.14276 -0.2 0.1 0.0
C -1.12352 0.37153 4.81588 0.1 -0.1 0.0
C -0.06380 -0.26725 4.18702 0.0 0.0 0.0
C 0.27653 0.07843 2.88504 -0.1 0.0 0.1
H -2.47040 1.91913 0.15656 0.2 0.1 0.1
H -1.95274 2.22333 -1.50182 0.1 0.0 0.0
H -2.15011 -0.13648 -2.08905 -0.1 0.1 0.1
H -3.51578 0.17626 -1.04172 0.0 -0.1 0.0
H -2.46029 -1.89610 -0.29076 0.1 0.0 0.0
H -2.15305 -0.65855 0.93886 0.0 -0.1 0.0
H 0.61757 -3.70728 -2.42862 0.1 0.0 -0.1
H 0.88742 -3.87678 -4.86470 0.0 0.0 0.0
H 0.67471 -1.86429 -6.28425 0.0 0.0 0.0
H 0.10121 0.31360 -5.26543 0.0 0.0 0.0
H -0.25993 0.49634 -2.85729 0.1 0.0 0.0
H 1.06541 -3.48548 2.04544 0.0 0.0 0.0
H 0.41424 -5.80806 2.67145 0.0 0.0 0.0
H -1.21588 -7.08874 1.28739 0.1 0.0 0.0
H -2.13091 -6.08456 -0.76738 0.0 0.0 0.0
H -1.53447 -3.74801 -1.37845 0.0 0.0 0.0
H 0.46744 3.78481 2.47071 0.0 0.0 0.0
H 0.02748 6.19164 2.71362 0.0 0.0 0.0
H -0.67043 7.53314 0.75526 0.0 0.0 0.0
H -0.98452 6.45199 -1.44767 0.0 0.0 0.0
H -0.52463 4.05409 -1.71990 0.0 0.0 0.0
H -2.04504 2.49710 2.33698 0.0 0.0 0.1
H -2.66372 1.85107 4.63006 0.0 0.0 0.0
H -1.38749 0.10695 5.83081 0.0 0.0 0.0
H 0.51461 -1.02095 4.70609 0.0 0.0 0.1
H 1.12927 -0.41952 2.43400 0.0 0.0 0.0
Br 3.26513 -1.84225 0.90425 -0.2 -0.3 0.7
C 3.00469 1.26801 1.47880 0.6 0.3 -0.1
Br 3.25290 2.72573 0.12499 -0.2 -0.4 0.5
H 4.01258 0.98907 1.78958 0.0 -0.1 -0.2
H 2.53874 1.76401 2.32692 -0.6 -0.4 -0.1
O 2.84228 -1.23413 -1.85967 0.1 -1.2 -0.7
Cl 3.54853 -0.00450 -2.15656 2.4 -0.9 -5.1
O 4.29364 0.27423 -0.94313 1.9 0.2 0.2
O 4.24593 0.02181 -3.33525 0.4 0.1 -0.4
O 2.42530 0.95933 -2.07231 -0.6 1.3 -1.9
```
Positions in Å, forces in eV/Å.

* orbital gap (spin up / spin down): 6.211 / 3.654 eV
* 2S+1: 3
* charge: +3

***

# 2
C28H28BrN4Ni | ωB97M-V/def2-TZVPD

Structure (XYZ):
```
62
Properties=species:S:1:pos:R:3:forces:R:3
Ni -0.18505 0.04317 0.51851 1.6 -0.5 -0.5
C -5.02813 1.83161 -1.58629 0.0 0.0 0.0
C -3.76310 1.70756 -0.78772 0.1 -0.1 0.0
C -3.53317 2.46548 0.36234 0.2 0.0 0.0
C -2.37968 2.32050 1.13063 0.1 0.2 0.2
C -1.49080 1.38486 0.65529 -0.7 0.0 -0.7
Br 0.83161 -0.11394 2.46378 0.1 0.0 0.2
N -1.71501 0.66604 -0.39509 -0.3 0.3 0.2
C -2.79609 0.77582 -1.15495 -0.2 0.1 -0.1
H -5.68810 2.58430 -1.16217 0.0 0.0 0.0
H -5.55815 0.87868 -1.59965 0.0 0.0 0.0
H -4.81265 2.10301 -2.61999 0.0 0.0 0.0
H -4.27514 3.18940 0.67598 0.0 0.0 0.0
H -2.21348 2.89463 2.02926 0.0 0.0 0.0
H -2.89931 0.13623 -2.02191 0.0 0.0 0.0
C 0.92536 -2.18203 -4.26519 0.0 0.0 0.0
C 2.42977 -2.20306 -4.32607 0.0 0.1 0.0
C 3.05770 -3.08678 -5.20109 0.0 0.0 0.0
C 4.43501 -3.13434 -5.32981 0.0 0.0 0.0
C 5.22602 -2.28172 -4.57527 0.1 0.0 0.0
C 4.63099 -1.39919 -3.69269 0.0 0.0 0.0
C 3.24520 -1.35781 -3.55859 0.1 -0.1 -0.1
N 2.70212 -0.38141 -2.67249 -0.2 0.0 -0.1
C 1.80665 -0.60970 -1.67561 0.3 0.4 0.2
N 1.71707 -1.90930 -1.31302 0.1 0.0 0.1
C 0.74494 -2.56151 -0.54813 -0.1 0.3 0.0
C -0.21876 -1.88560 0.17261 -0.2 -0.4 0.3
C -1.17995 -2.55445 0.90648 -0.1 0.0 0.0
C -1.18224 -3.94044 0.91347 0.0 0.0 0.0
C -0.20553 -4.62992 0.21042 0.0 0.0 0.0
C 0.76408 -3.96807 -0.52492 -0.1 0.0 -0.1
C 1.81664 -4.72964 -1.28731 -0.1 0.0 0.1
N 1.17651 0.36946 -1.06722 -0.7 -0.4 0.4
C 1.14599 1.65565 -1.67927 0.1 0.4 -0.2
C 0.64284 1.81577 -2.97643 -0.1 -0.2 0.2
C 0.67075 3.04198 -3.61228 0.0 0.1 0.0
C 1.19571 4.14330 -2.95157 0.0 0.0 0.0
C 1.63818 4.00685 -1.64741 0.0 0.1 0.0
C 1.61359 2.78351 -0.98265 0.0 -0.2 -0.1
C 2.07910 2.68483 0.43940 0.0 0.0 0.0
H 0.51184 -2.40693 -5.24716 0.0 0.0 0.0
H 0.54392 -1.21402 -3.94811 0.0 0.1 0.0
H 0.53986 -2.93052 -3.56851 0.0 0.0 0.0
H 2.44031 -3.73174 -5.81496 0.0 0.0 0.0
H 4.88940 -3.82688 -6.02533 0.0 0.0 0.0
H 6.30280 -2.30024 -4.67426 0.0 0.0 0.0
H 5.23630 -0.72429 -3.09992 0.0 0.0 0.0
H 3.01433 0.56884 -2.78949 -0.1 0.1 0.0
H 2.38648 -2.50948 -1.76867 0.0 0.0 0.0
H -1.91618 -2.01966 1.49571 0.0 0.0 0.0
H -1.93043 -4.47263 1.48486 0.0 0.0 0.0
H -0.19462 -5.71219 0.23598 0.0 0.0 0.0
H 1.70239 -5.79570 -1.10628 0.0 0.0 0.0
H 2.82635 -4.44970 -0.97552 0.0 0.0 0.0
H 1.72890 -4.56536 -2.36506 0.1 0.0 0.0
H 0.22179 0.95954 -3.48655 0.0 -0.1 0.0
H 0.28636 3.13726 -4.61924 0.0 0.0 0.0
H 1.25127 5.10142 -3.45053 0.0 0.0 0.0
H 2.02855 4.87077 -1.12316 0.0 0.0 0.0
H 2.45351 3.64264 0.79480 0.0 0.0 0.0
H 2.86044 1.93449 0.56383 0.0 0.0 0.0
H 1.24836 2.38826 1.08016 0.1 0.0 0.1
```
Positions in Å, forces in eV/Å.

* orbital gap (spin up / spin down): 6.903 / 5.353 eV
* ΔE to the lowest compared entry with this formula, charge and spin: 53.03 kcal/mol
* 2S+1: 3
* charge: +1

***

# 3
C28H28Cl4N8O2RuS3 | ωB97M-V/def2-TZVPD

Structure (XYZ):
```
74
Properties=species:S:1:pos:R:3:forces:R:3
Ru 0.31396 -0.49058 -0.33263 -0.6 2.2 0.1
Cl -3.22780 4.80273 -2.76982 -0.1 0.1 -0.2
C -2.57645 3.61782 -1.72302 -0.2 0.9 1.6
C -2.51189 3.88074 -0.30769 -0.3 0.2 -1.8
Cl -3.07934 5.38151 0.28440 -0.1 0.2 0.1
C -1.99433 2.94415 0.54536 0.7 -1.5 -0.3
Cl -1.90711 3.18688 2.23602 0.0 0.1 0.4
C -1.48332 1.71171 0.03450 -0.8 2.0 -0.9
O -0.97756 0.75746 0.77050 1.2 -0.7 0.9
C -1.54283 1.46668 -1.33776 -1.0 1.5 0.1
O -1.04293 0.33348 -1.75491 0.8 -1.7 -0.3
C -2.11087 2.43403 -2.21659 0.7 -1.5 0.6
Cl -2.14239 2.02488 -3.88808 0.0 0.1 -0.2
S 3.80244 0.89418 5.13369 -0.3 0.4 0.0
C 2.93621 0.42544 3.67254 0.1 0.2 0.1
C 2.22236 1.41405 3.00434 -0.1 0.1 0.0
C 1.50432 1.09321 1.87141 0.1 0.0 0.0
N 1.44639 -0.15670 1.39240 0.5 -1.0 0.3
C 2.13883 -1.11613 2.04658 -0.3 0.2 -0.2
C 2.89570 -0.86822 3.16649 0.1 -0.2 0.0
C 5.20967 -0.16221 5.07174 0.3 -0.4 -0.1
C 5.16079 -1.43633 5.61811 -0.1 0.0 0.1
C 6.27857 -2.24666 5.50893 0.5 0.0 -0.2
N 7.42227 -1.86681 4.92193 -0.5 0.4 0.1
C 7.46017 -0.61721 4.43633 0.1 -0.5 0.1
C 6.39082 0.26479 4.48138 -0.1 0.1 0.0
H 2.22990 2.43888 3.35586 0.0 -0.1 -0.1
H 0.98585 1.85523 1.31131 -0.1 0.0 0.1
H 2.06195 -2.11723 1.64840 0.0 -0.1 -0.1
H 3.43955 -1.68182 3.63575 -0.1 0.1 -0.1
H 4.27498 -1.78480 6.13562 0.0 0.0 -0.1
H 6.25916 -3.25237 5.91203 0.0 0.0 0.0
H 8.39609 -0.31021 3.98385 0.0 0.0 0.0
H 6.47450 1.26122 4.06570 0.0 -0.1 0.0
C -4.64754 -3.44393 0.03568 0.3 0.0 0.1
N -3.19688 -3.21685 0.02338 0.1 0.1 0.1
C -2.47743 -2.10880 0.30010 -1.1 0.6 0.1
S -0.76404 -2.34442 0.44586 -0.8 -0.8 0.4
N -2.98724 -0.89338 0.47305 -0.4 -1.1 -0.3
C -4.36454 -0.37503 0.40116 0.4 -0.2 -0.1
H -4.81903 -4.43273 -0.38439 0.0 0.0 0.0
H -5.16698 -2.72679 -0.58518 0.0 0.1 -0.1
H -5.06260 -3.42354 1.04124 0.0 0.0 0.1
H -2.62284 -4.04549 0.05510 -0.1 0.0 -0.1
H -2.25845 -0.20267 0.65738 0.2 0.2 0.3
H -5.05925 -0.95536 0.99250 -0.1 -0.2 0.1
H -4.72193 -0.31115 -0.62472 0.0 0.0 -0.1
H -4.34041 0.62978 0.81267 0.1 0.0 0.0
N 4.80121 0.84759 -5.65194 0.0 0.0 0.1
C 4.18009 0.89971 -4.68786 -0.4 0.1 0.7
C 3.37752 0.95119 -3.45913 0.7 -0.1 -1.2
C 2.16160 1.59801 -3.45013 -0.2 0.3 0.0
C 1.40434 1.54596 -2.29579 0.1 0.2 0.3
N 1.78903 0.89639 -1.18411 0.1 0.0 -1.1
C 3.00870 0.32977 -1.20479 0.1 0.4 0.2
C 3.82875 0.33067 -2.31009 0.3 -0.1 0.3
H 1.79744 2.12351 -4.32211 0.0 0.0 0.0
H 0.44942 2.04421 -2.25739 0.0 0.0 0.0
H 3.32744 -0.14156 -0.28624 0.0 -0.1 0.0
H 4.79202 -0.15870 -2.28031 0.0 0.0 0.0
C -2.50969 -2.40455 -3.75527 0.2 0.0 0.1
N -1.35239 -2.02129 -2.94332 0.4 -0.1 0.0
C -0.25874 -2.69399 -2.64119 -0.4 -0.7 0.0
S 1.19240 -1.87474 -2.00656 -0.3 -0.2 -0.4
N -0.11886 -4.01118 -2.83793 0.2 0.2 0.0
C -1.10972 -5.04839 -3.14976 0.3 0.2 0.1
H -2.86358 -1.50269 -4.24955 0.0 0.0 0.0
H -3.32550 -2.81100 -3.15691 0.0 0.0 0.1
H -2.23637 -3.11913 -4.52005 0.1 -0.1 -0.1
H -1.33420 -1.03673 -2.65730 0.0 0.2 0.1
H 0.81064 -4.33392 -2.61716 -0.1 -0.1 0.0
H -1.10318 -5.31962 -4.20272 0.0 0.0 -0.1
H -2.10008 -4.72670 -2.86625 -0.2 0.1 0.1
H -0.86326 -5.93030 -2.56277 0.0 0.0 0.0
```
Positions in Å, forces in eV/Å.

* orbital gap (spin up / spin down): 6.573 / 5.754 eV
* ΔE to the lowest compared entry with this formula, charge and spin: 20.58 kcal/mol
* 2S+1: 2
* charge: +1